# 1
Computed, not measured: a molecular structure, C39H34AsCl2MnN3O3S, with wB97M-V/def2-TZVPD.

The geometry in XYZ format:
```
84
Properties=species:S:1:pos:R:3:forces:R:3
Mn -1.255 0.478 1.268 -0.063 0.905 -0.286
Cl -5.352 3.324 0.647 -0.198 -0.069 -0.005
C -3.742 3.916 0.816 0.504 -0.468 0.178
C -3.475 5.255 0.549 0.587 0.283 0.077
C -2.198 5.758 0.670 -0.460 -0.024 -0.026
Cl -1.914 7.443 0.367 0.020 0.240 -0.075
C -1.123 4.938 1.061 -0.088 -0.407 0.083
C 0.211 5.356 1.243 0.081 -0.224 0.083
C 1.151 4.444 1.649 -0.117 0.292 -0.041
C 0.782 3.107 1.832 -0.186 -0.275 0.016
N -0.448 2.676 1.647 0.388 -0.109 0.150
C -1.402 3.568 1.309 -0.226 0.349 -0.189
C -2.733 3.018 1.211 -0.302 0.220 -0.085
O -2.918 1.781 1.473 0.083 -0.370 -0.015
H -4.285 5.906 0.257 -0.030 0.047 -0.029
H 0.473 6.388 1.073 0.034 0.113 -0.009
H 2.172 4.744 1.823 0.129 0.014 -0.013
H 1.512 2.365 2.132 0.009 -0.018 -0.057
C -3.800 -4.348 2.446 -0.069 0.074 -0.157
C -4.064 -4.194 0.948 0.131 -0.358 0.268
N -4.044 -2.827 0.463 0.366 0.080 0.241
C -5.301 -2.150 0.227 -0.406 0.261 -0.014
C -6.011 -1.851 1.546 0.140 -0.031 -0.211
C -2.874 -2.169 0.447 -0.208 0.499 -0.889
S -2.747 -0.689 -0.428 0.106 0.229 0.177
N -1.803 -2.793 0.891 0.845 -0.578 0.298
C -0.782 -2.288 1.551 -1.149 -0.433 -0.280
O -0.836 -1.226 2.241 0.433 0.066 0.227
C 0.451 -3.106 1.530 0.432 0.032 0.093
C 0.418 -4.434 1.115 -0.080 0.209 -0.008
C 1.587 -5.163 1.046 0.126 -0.179 0.036
C 2.793 -4.584 1.414 0.019 -0.005 0.057
C 2.832 -3.266 1.841 0.018 -0.077 0.058
C 1.666 -2.526 1.890 -0.168 0.097 0.049
H -3.549 -5.383 2.662 -0.041 -0.141 0.095
H -4.664 -4.060 3.038 -0.086 0.013 0.085
H -2.955 -3.731 2.737 0.013 -0.026 0.080
H -5.038 -4.615 0.693 0.042 0.007 -0.063
H -3.294 -4.745 0.397 -0.120 0.038 0.024
H -5.927 -2.772 -0.421 0.069 0.014 0.010
H -5.086 -1.213 -0.291 -0.089 -0.268 0.043
H -6.326 -2.766 2.043 -0.079 -0.053 0.079
H -6.882 -1.226 1.371 -0.154 0.032 -0.014
H -5.332 -1.311 2.202 0.016 0.072 0.079
H -0.537 -4.864 0.854 -0.040 -0.077 -0.068
H 1.564 -6.194 0.717 -0.014 -0.049 0.000
H 3.703 -5.163 1.360 0.103 -0.057 0.015
H 3.770 -2.817 2.135 0.075 0.038 -0.038
H 1.677 -1.484 2.179 -0.035 0.011 0.058
O 0.769 0.359 0.285 -0.894 -0.141 0.990
As 1.817 0.639 -0.933 0.773 0.111 -0.907
C 3.010 -0.889 -1.100 -0.154 0.360 -0.091
C 4.380 -0.815 -0.888 -0.163 0.276 0.017
C 5.148 -1.966 -0.971 0.081 -0.049 0.044
C 4.553 -3.176 -1.292 0.035 0.013 -0.041
C 3.188 -3.245 -1.525 -0.040 0.012 -0.084
C 2.415 -2.105 -1.413 -0.350 0.162 -0.046
C 2.904 2.232 -0.663 -0.263 -0.271 -0.070
C 2.746 3.308 -1.524 -0.163 -0.222 -0.204
C 3.531 4.438 -1.375 0.080 0.109 -0.005
C 4.479 4.495 -0.364 -0.114 -0.014 -0.069
C 4.594 3.446 0.537 0.066 -0.053 0.056
C 3.805 2.317 0.393 -0.096 -0.288 0.119
C 0.810 0.832 -2.579 0.153 -0.001 0.204
C -0.565 0.951 -2.446 -0.133 0.055 0.724
C -1.379 0.976 -3.565 0.041 0.034 -0.091
C -0.808 0.910 -4.826 -0.030 0.058 0.078
C 0.571 0.830 -4.966 0.144 -0.023 -0.062
C 1.383 0.781 -3.844 0.265 -0.007 0.125
H 4.834 0.142 -0.664 0.121 -0.063 0.002
H 6.211 -1.919 -0.780 0.046 0.017 -0.033
H 5.157 -4.069 -1.359 0.032 -0.052 -0.013
H 2.724 -4.185 -1.786 -0.027 -0.052 0.037
H 1.338 -2.136 -1.556 0.047 -0.164 -0.038
H 2.007 3.244 -2.316 0.066 0.115 -0.015
H 3.406 5.271 -2.052 0.015 0.036 -0.044
H 5.125 5.356 -0.279 -0.004 0.096 0.067
H 5.306 3.509 1.347 0.042 -0.027 0.048
H 3.873 1.498 1.107 0.094 0.116 -0.068
H -0.993 0.998 -1.439 0.112 -0.033 -0.548
H -2.450 1.035 -3.441 -0.074 0.020 -0.013
H -1.434 0.928 -5.706 -0.052 -0.005 -0.053
H 1.017 0.796 -5.951 -0.004 -0.015 0.001
H 2.460 0.704 -3.942 -0.013 -0.052 -0.101
```
Forces are in eV/Å.

**Gap between HOMO and LUMO (alpha / beta)**: 7.04 / 7.08 eV
**HOMO energy (alpha / beta)**: -6.8 / -6.9 eV
**Lowest unoccupied orbital energy (alpha / beta)**: 0.2 / 0.2 eV
**ΔE to the lowest compared entry with this formula, charge and spin**: 46.7 kJ/mol
**Expectation value of S²**: 8.755
**2S+1**: 6
**Charge**: 0
**Electronic energy**: -6602.0085 a.u.

***

# 2
Computed, not measured: C17H18N4O2S2 in the gas phase, with wB97M-V/def2-TZVPD.

The geometry in XYZ format:
```
43
Properties=species:S:1:pos:R:3:forces:R:3
C 0.307 0.687 -2.930 -0.023 0.032 0.048
C -1.032 1.226 -2.529 -0.007 0.020 0.061
C -1.489 2.444 -3.007 0.006 -0.061 -0.003
C -2.720 2.939 -2.617 -0.051 0.034 0.013
C -3.516 2.212 -1.753 0.059 0.045 0.001
C -3.098 0.982 -1.259 0.035 -0.066 -0.042
C -1.844 0.506 -1.647 -0.122 0.265 -0.083
N -1.385 -0.743 -1.160 -0.105 -0.121 -0.819
C -1.003 -0.959 0.107 0.041 0.533 1.073
N -0.506 -2.082 0.527 -0.576 -0.338 -1.518
N -0.156 -2.064 1.802 0.529 -0.180 1.328
C -0.380 -0.952 2.397 -0.391 0.809 -0.231
S -0.023 -0.670 4.077 0.007 0.156 0.384
C 0.730 0.989 3.922 -0.295 -0.260 -0.115
H -0.053 1.735 3.777 0.203 0.022 -0.013
C 1.727 1.079 2.771 -0.009 -0.103 0.463
O 1.792 2.065 2.071 -0.038 0.386 -0.218
N 2.523 0.002 2.638 0.301 -0.209 0.071
H 2.353 -0.811 3.213 -0.152 0.129 -0.077
C 3.419 -0.167 1.509 -0.092 0.036 -0.218
C 2.995 -1.313 0.649 0.443 -0.517 0.596
C 3.104 -2.660 0.836 0.066 0.690 -0.073
C 2.501 -3.268 -0.290 -0.201 0.321 -0.449
C 2.066 -2.247 -1.073 0.154 -0.889 -0.001
O 2.355 -1.059 -0.514 -0.039 0.488 -0.055
H 1.567 -2.235 -2.021 -0.094 0.112 -0.132
H 2.399 -4.315 -0.480 -0.076 -0.221 -0.110
H 3.559 -3.157 1.668 0.134 -0.055 0.223
H 3.384 0.764 0.937 0.130 -0.118 0.083
H 4.436 -0.334 1.881 -0.102 0.062 -0.148
H 1.231 1.175 4.872 -0.012 0.042 -0.003
S -1.103 0.287 1.348 0.368 -0.998 -0.092
H -1.043 -1.417 -1.830 -0.001 -0.004 0.115
C -3.987 0.198 -0.344 -0.055 0.012 0.029
H -3.827 0.502 0.691 -0.071 -0.066 0.056
H -3.787 -0.868 -0.418 -0.036 -0.037 0.043
H -5.031 0.381 -0.588 -0.067 -0.007 -0.003
H -4.481 2.594 -1.456 -0.115 0.033 0.024
H -3.061 3.893 -2.991 -0.036 0.088 -0.036
H -0.868 3.013 -3.684 0.079 0.048 -0.067
H 0.194 -0.211 -3.540 0.087 -0.071 -0.058
H 0.854 1.425 -3.511 0.050 0.005 -0.062
H 0.899 0.431 -2.052 0.074 -0.046 0.015
```
Forces are in eV/Å.

**Gap between HOMO and LUMO**: 8.70 eV
**HOMO energy**: -8.1 eV
**Lowest unoccupied orbital energy**: 0.6 eV
**SMILES**: Cc1cccc(C)c1Nc1nnc(SCC(=O)NCc2ccco2)s1
**ΔE to the lowest compared entry with this formula, charge and spin**: 92.7 kJ/mol
**2S+1**: 1
**Charge**: 0
**Electronic energy**: -1824.4801 a.u.

***

# 3
Computed, not measured: C18H24N2O4 in the gas phase, with wB97M-V/def2-TZVPD.

The geometry in XYZ format:
```
48
Properties=species:S:1:pos:R:3:forces:R:3
C -6.487 -2.257 -0.555 -0.078 -0.237 0.012
H -7.517 -2.143 -0.888 0.070 -0.059 0.030
O -5.936 -0.963 -0.583 0.264 0.327 0.031
C -4.642 -0.802 -0.207 0.004 0.220 -0.034
C -3.794 -1.818 0.210 -0.279 0.025 -0.093
C -2.488 -1.545 0.575 0.193 0.348 0.012
C -2.001 -0.244 0.531 -0.700 -0.502 -0.146
C -2.849 0.788 0.109 0.032 -0.064 0.021
C -4.154 0.526 -0.258 -0.275 -0.145 -0.059
O -5.050 1.459 -0.680 0.005 -0.398 0.063
C -4.631 2.798 -0.768 0.079 0.206 -0.009
H -5.496 3.351 -1.130 0.090 0.007 0.028
H -4.334 3.193 0.210 0.004 -0.020 -0.037
H -3.803 2.917 -1.475 -0.019 -0.008 0.035
H -2.471 1.796 0.073 0.005 0.141 -0.024
C -0.638 0.041 0.919 1.000 0.444 0.250
N 0.176 -0.867 1.300 -0.806 -0.404 -0.310
O 1.396 -0.338 1.627 0.547 0.321 0.397
C 1.416 1.069 1.322 -0.188 0.353 -0.268
C -0.024 1.423 0.943 0.174 -0.204 0.092
H -0.518 2.059 1.679 -0.010 0.004 -0.040
H -0.048 1.917 -0.030 -0.044 0.028 0.084
H 1.778 1.597 2.211 -0.058 -0.052 -0.135
C 2.391 1.358 0.164 -0.324 -0.279 0.394
O 2.251 2.330 -0.552 -0.046 0.341 -0.128
N 3.370 0.455 0.064 0.319 -0.331 0.179
H 3.338 -0.342 0.683 -0.163 0.074 -0.048
C 4.403 0.492 -0.951 0.120 0.335 -0.241
C 5.777 0.654 -0.298 -0.155 0.039 0.046
C 6.112 -0.525 0.624 0.000 0.047 -0.037
C 5.589 -1.857 0.068 0.201 -0.048 -0.128
C 5.439 -1.786 -1.447 -0.192 -0.119 0.075
C 4.359 -0.771 -1.831 0.145 -0.015 -0.071
H 3.373 -1.229 -1.727 -0.016 0.015 -0.058
H 4.480 -0.493 -2.878 -0.061 0.014 -0.035
H 6.395 -1.504 -1.890 0.066 -0.039 -0.056
H 5.171 -2.767 -1.844 0.083 0.005 -0.065
H 4.618 -2.101 0.505 -0.047 -0.092 0.052
H 6.272 -2.664 0.338 -0.101 -0.038 0.077
H 7.196 -0.573 0.741 -0.013 -0.007 0.083
H 5.691 -0.352 1.615 0.075 0.027 0.050
H 6.519 0.731 -1.093 0.055 0.036 -0.032
H 5.802 1.585 0.270 0.038 0.050 -0.078
H 4.177 1.379 -1.553 0.046 -0.186 0.103
H -1.832 -2.336 0.899 0.038 -0.121 0.031
H -4.147 -2.836 0.254 -0.081 -0.080 -0.013
H -6.478 -2.677 0.455 0.013 0.014 -0.043
H -5.960 -2.934 -1.236 -0.011 0.026 0.038
```
Forces are in eV/Å.

**Gap between HOMO and LUMO**: 8.62 eV
**HOMO energy**: -7.9 eV
**Lowest unoccupied orbital energy**: 0.8 eV
**SMILES**: COc1ccc(C2=NO[C@@H](C(=O)NC3CCCCC3)C2)cc1OC
**ΔE to the lowest compared entry with this formula, charge and spin**: 334.1 kJ/mol
**2S+1**: 1
**Charge**: 0
**Electronic energy**: -1110.7216 a.u.

***

# 4
Computed, not measured: a molecular structure, C3H5NO2, with wB97M-V/def2-TZVPD.

The geometry in XYZ format:
```
11
Properties=species:S:1:pos:R:3:forces:R:3
O 1.750 0.643 0.189 0.129 0.170 -0.043
C 0.795 -0.164 -0.239 0.009 -0.062 -0.129
C -0.611 0.238 0.276 -0.080 -0.195 0.091
O -0.701 1.610 0.051 0.113 0.129 0.002
C -1.671 -0.470 -0.454 -0.720 -0.591 -0.508
N -2.460 -1.088 -1.027 0.737 0.562 0.532
H 1.619 -0.761 0.532 0.015 -0.139 0.141
H 0.821 -0.532 -1.279 -0.034 0.072 0.105
H 0.957 -1.411 0.359 -0.099 0.018 -0.068
H -0.695 -0.010 1.343 0.032 0.011 -0.093
H 0.197 1.944 0.249 -0.103 0.024 -0.031
```
Forces are in eV/Å.

**Gap between HOMO and LUMO**: 10.36 eV
**HOMO energy**: -10.5 eV
**Lowest unoccupied orbital energy**: -0.1 eV
**ΔE to the lowest compared entry with this formula, charge and spin**: 535.2 kJ/mol
**2S+1**: 1
**Charge**: 0
**Electronic energy**: -322.3705 a.u.

***

# 5
Computed, not measured: a molecular structure, C46H52ClN10O2PbSSi, with wB97M-V/def2-TZVPD.

The geometry in XYZ format:
```
114
Properties=species:S:1:pos:R:3:forces:R:3
Pb -0.068 0.380 1.379 0.302 0.139 0.006
O 0.919 -0.960 -0.584 0.135 -0.205 0.025
N 0.265 -1.602 -1.594 -0.152 0.208 -0.198
C -0.836 -2.171 -1.276 0.030 0.069 0.031
C -1.624 -2.784 -2.308 0.029 -0.093 0.021
N -2.299 -3.286 -3.088 -0.035 0.062 0.000
C -1.330 -2.215 0.083 0.062 -0.140 -0.012
N -1.678 -2.227 1.177 -0.019 0.134 0.039
N -2.388 -2.635 6.233 -0.010 0.012 -0.023
C -2.143 -1.143 6.356 -0.038 -0.001 0.020
C -1.242 -0.586 5.253 -0.024 -0.026 -0.026
N -1.845 -0.355 3.944 -0.105 0.024 0.072
H -3.002 -2.967 6.982 -0.005 0.005 0.017
H -1.515 -3.163 6.302 0.019 -0.009 -0.001
H -2.835 -2.883 5.348 -0.005 0.007 -0.013
H -1.693 -0.996 7.336 0.015 -0.012 -0.004
H -3.126 -0.674 6.350 0.014 0.029 0.012
H -0.358 -1.219 5.131 -0.008 -0.014 0.034
H -0.880 0.368 5.636 0.031 0.006 -0.029
H -2.610 0.310 4.006 -0.015 -0.026 -0.014
H -2.195 -1.195 3.495 0.072 -0.017 -0.056
C 3.274 -3.729 -4.515 0.001 -0.010 -0.026
C 3.084 -2.350 -4.545 0.013 0.002 0.004
C 2.941 -1.652 -3.362 -0.039 -0.041 0.007
C 2.981 -2.319 -2.129 0.111 -0.060 -0.048
C 3.178 -3.703 -2.116 0.033 0.012 -0.036
C 3.324 -4.404 -3.306 0.004 0.011 0.018
Si 2.770 -1.430 -0.549 -0.446 -0.046 0.096
C 3.676 0.149 -0.317 0.109 0.050 0.019
C 3.622 0.852 0.895 -0.001 0.025 -0.072
C 4.402 1.975 1.109 -0.037 0.013 0.009
C 5.266 2.410 0.111 0.014 0.051 0.002
C 5.354 1.720 -1.090 -0.025 -0.019 -0.004
C 4.570 0.595 -1.301 -0.055 0.061 0.034
C 2.718 -2.463 0.984 0.139 -0.001 0.076
C 3.689 -2.296 1.979 -0.027 -0.033 0.031
C 3.718 -3.124 3.094 -0.002 0.008 -0.024
C 2.778 -4.136 3.227 0.004 -0.016 0.009
C 1.809 -4.324 2.247 -0.001 -0.012 -0.013
C 1.784 -3.497 1.136 0.008 0.019 -0.014
H 3.391 -4.275 -5.442 0.003 0.003 0.003
H 3.056 -1.829 -5.493 -0.001 -0.001 0.003
H 2.793 -0.577 -3.399 -0.015 -0.001 -0.009
H 3.235 -4.240 -1.177 -0.004 0.000 -0.002
H 3.487 -5.473 -3.288 -0.005 0.001 0.003
H 2.987 0.497 1.704 0.011 -0.009 0.028
H 4.357 2.500 2.055 -0.007 0.005 -0.007
H 5.889 3.279 0.279 0.000 -0.010 0.002
H 6.049 2.045 -1.853 -0.003 0.000 0.000
H 4.674 0.048 -2.229 0.014 -0.009 0.001
H 4.446 -1.527 1.877 0.007 -0.008 -0.003
H 4.489 -2.996 3.841 -0.004 0.001 -0.002
H 2.822 -4.802 4.079 -0.008 0.001 -0.001
H 1.103 -5.140 2.329 0.001 0.004 0.006
H 1.057 -3.695 0.356 -0.008 0.000 0.003
C -7.697 1.189 -2.749 -0.010 0.001 -0.008
C -6.808 -0.064 -2.767 -0.033 0.080 0.027
C -6.866 -0.681 -4.169 0.010 -0.004 -0.005
C -7.437 -1.066 -1.785 0.000 -0.010 0.010
C -5.316 0.237 -2.358 -0.022 -0.071 -0.008
O -4.701 -0.989 -1.900 0.016 0.003 -0.038
C -4.411 0.763 -3.493 -0.004 0.057 0.057
C -4.587 2.199 -4.011 0.012 -0.035 -0.100
C -3.977 3.275 -3.148 -0.046 -0.013 0.048
C -4.761 4.286 -2.602 -0.015 0.014 0.010
C -4.221 5.263 -1.777 -0.012 -0.020 -0.005
C -2.867 5.229 -1.504 0.049 0.014 0.026
Cl -2.176 6.380 -0.401 0.049 -0.023 -0.023
C -2.051 4.266 -2.077 0.022 -0.026 0.004
C -2.608 3.292 -2.889 -0.009 0.018 -0.019
C -5.326 1.155 -1.136 0.092 0.029 0.063
N -4.006 1.370 -0.510 -0.090 -0.023 0.006
C -2.982 0.548 -0.386 0.040 -0.033 0.043
N -2.021 1.146 0.327 0.019 0.069 -0.060
C -2.555 2.380 0.611 -0.017 -0.011 0.040
N -3.757 2.531 0.137 0.012 -0.039 -0.039
H -8.683 0.921 -3.130 0.003 -0.002 0.006
H -7.327 1.996 -3.378 -0.003 -0.004 0.003
H -7.847 1.577 -1.739 0.003 -0.004 -0.007
H -7.876 -1.043 -4.357 0.003 0.002 -0.004
H -6.197 -1.539 -4.285 -0.005 0.004 0.006
H -6.628 0.041 -4.951 0.006 0.001 0.008
H -8.486 -1.198 -2.051 0.001 0.005 0.008
H -7.410 -0.719 -0.751 0.010 0.000 -0.008
H -6.965 -2.047 -1.822 -0.005 -0.002 -0.012
H -4.862 -1.673 -2.562 0.011 0.006 0.001
H -4.518 0.082 -4.337 -0.004 -0.069 0.042
H -3.379 0.632 -3.152 0.008 0.072 -0.004
H -5.637 2.431 -4.174 0.000 -0.026 -0.062
H -4.121 2.238 -4.999 0.013 0.021 0.012
H -5.823 4.316 -2.823 0.009 -0.002 0.001
H -4.845 6.034 -1.347 0.006 -0.001 0.002
H -0.986 4.294 -1.891 0.035 0.000 0.015
H -1.963 2.548 -3.347 -0.009 -0.002 0.009
H -5.975 0.754 -0.359 -0.011 -0.044 -0.023
H -5.676 2.148 -1.400 0.026 0.010 0.008
H -2.990 -0.438 -0.811 -0.023 -0.010 -0.023
H -2.040 3.157 1.157 0.004 -0.008 -0.004
N 0.996 1.905 -1.877 -0.067 0.041 0.026
C 1.192 2.698 -0.810 0.043 -0.024 0.006
N 0.920 2.347 0.431 -0.232 -0.032 -0.063
C 1.217 3.391 1.322 0.031 -0.074 0.058
C 1.087 3.346 2.707 -0.045 0.022 -0.040
C 1.432 4.465 3.446 -0.004 0.011 0.005
C 1.902 5.620 2.820 -0.002 -0.009 0.007
C 2.041 5.672 1.444 -0.021 0.001 -0.008
C 1.697 4.546 0.711 0.047 0.008 0.019
S 1.816 4.298 -1.011 -0.014 0.024 -0.005
H 0.916 0.910 -1.742 0.008 -0.009 -0.013
H 1.287 2.223 -2.787 0.021 -0.018 -0.005
H 0.732 2.454 3.217 0.015 0.003 0.017
H 1.339 4.447 4.523 -0.001 0.000 -0.003
H 2.164 6.483 3.416 -0.003 -0.001 -0.003
H 2.406 6.567 0.957 0.007 -0.008 0.003
```
Forces are in eV/Å.

**Gap between HOMO and LUMO**: 6.10 eV
**HOMO energy**: -14.4 eV
**Lowest unoccupied orbital energy**: -8.3 eV
**2S+1**: 1
**Charge**: +3
**Electronic energy**: -3822.0313 a.u.